(1)
C4H7NO | ωB97M-V/def2-TZVPD

CARTESIAN COORDINATES (ANGSTROEM)
O  -2.6754  -0.5957  1.6527
N  0.3099  0.5508  0.1858
C  -0.9756  0.5792  0.5116
C  1.3818  0.9513  -0.3955
C  1.4524  -0.3786  0.2148
C  -1.5160  -0.5032  1.2906
H  -1.5641  1.4345  0.2040
H  -0.7702  -1.2918  1.5491
H  -0.2295  -0.1224  -2.5381
H  1.9326  -0.5216  1.1848
H  -0.8056  -0.2642  -2.0854
H  1.6907  1.6856  -1.1186
H  1.3141  -1.2892  -0.3758

Total energy = -286.4381 a.u.
Orbital gap = 0.30799 Eh
Total charge = 0
ΔE to the lowest compared entry with this formula, charge and spin = 508.0 kJ/mol

(2)
C4H7NO | ωB97M-V/def2-TZVPD

CARTESIAN COORDINATES (ANGSTROEM)
O  1.9830  0.2910  0.5997
N  -1.3803  -2.3099  -0.1704
C  -0.1078  0.3383  -0.4347
C  -2.0912  -1.5569  0.3928
C  -0.3365  1.7561  -0.0084
C  0.9357  -0.3572  0.0111
H  -0.1888  1.8189  1.0761
H  2.5950  -0.3501  0.9715
H  1.0074  -1.4461  0.0137
H  -0.5553  -2.5683  -0.6751
H  -1.3664  2.0547  -0.2226
H  0.3513  2.4606  -0.4832
H  -0.8460  -0.1311  -1.0703

Total energy = -286.5117 a.u.
Orbital gap = 0.33922 Eh
Total charge = 0
ΔE to the lowest compared entry with this formula, charge and spin = 314.9 kJ/mol

ΔE to the lowest compared entry with this formula, charge and spin of number 2 (C4H7NO)? 314.9 kJ/mol